No. 1
{"formula": "C24H66N6O6", "method": "wB97M-V/def2-TZVPD", "total_energy_ha": -1733.3581, "smiles": "COC[C@H](C)N.COC[C@H](C)N.COC[C@H](C)N.COC[C@H](C)N.COC[C@H](C)N.COC[C@H](C)N", "lumo_ev": 0.490, "mol_weight_da": 534.8, "spin_multiplicity": 1, "species": ["C", "O", "C", "C", "C", "N", "H", "H", "H", "H", "H", "H", "H", "H", "H", "H", "H", "C", "O", "C", "C", "C", "N", "H", "H", "H", "H", "H", "H", "H", "H", "H", "H", "H", "C", "O", "C", "C", "C", "N", "H", "H", "H", "H", "H", "H", "H", "H", "H", "H", "H", "C", "O", "C", "C", "C", "N", "H", "H", "H", "H", "H", "H", "H", "H", "H", "H", "H", "C", "O", "C", "C", "C", "N", "H", "H", "H", "H", "H", "H", "H", "H", "H", "H", "H", "C", "O", "C", "C", "C", "N", "H", "H", "H", "H", "H", "H", "H", "H", "H", "H", "H"], "positions_angstrom": [[43.312549, 19.076378, 49.162025], [44.010142, 19.042273, 47.830451], [44.055507, 20.315646, 47.129833], [44.515979, 19.961239, 45.679635], [45.801129, 19.565041, 45.617940], [44.298914, 21.253190, 44.977396], [42.381927, 19.571719, 48.952378], [43.830725, 19.778043, 49.855259], [43.368071, 18.043950, 49.392336], [42.895119, 20.687011, 47.142408], [44.810070, 20.868243, 47.500160], [43.646871, 19.180019, 45.441747], [45.920712, 19.026570, 44.619364], [45.910028, 18.720187, 46.270432], [46.586597, 20.292149, 45.801138], [44.487318, 22.250604, 45.316246], [43.346023, 21.267898, 44.522573], [48.645658, 22.232216, 37.914099], [48.813311, 23.279540, 36.980404], [47.948841, 24.480224, 37.130707], [48.632588, 25.589075, 36.275092], [48.619140, 25.256632, 34.741450], [50.015394, 25.905012, 36.707527], [47.566185, 21.911570, 37.979737], [49.026951, 22.472288, 38.896434], [49.117667, 21.277634, 37.709204], [46.912555, 24.224255, 36.913041], [47.997034, 24.957961, 38.203495], [48.238850, 26.538150, 36.650426], [48.764763, 24.293743, 34.375533], [49.332552, 25.732995, 34.149601], [47.622935, 25.353875, 34.465058], [50.426146, 24.934409, 37.013040], [49.907416, 26.440553, 37.549457], [46.144469, 20.282885, 39.406125], [46.442664, 21.436749, 40.247272], [46.882916, 20.954060, 41.530379], [47.293117, 22.181206, 42.230794], [48.489759, 22.885819, 41.793765], [47.346251, 21.970896, 43.686407], [45.611293, 19.575424, 40.146761], [47.076934, 19.802383, 39.192350], [45.369941, 20.435599, 38.623103], [46.004644, 20.556169, 41.903133], [47.583453, 20.139547, 41.284732], [46.355718, 22.842862, 42.301672], [49.164971, 22.036914, 41.714129], [48.902157, 23.488494, 42.432235], [48.466223, 23.367510, 40.917889], [47.576621, 20.976124, 43.687427], [46.416741, 21.846092, 43.798917], [52.901221, 22.138592, 45.188569], [51.817714, 22.397309, 46.072197], [50.572930, 22.135938, 45.719118], [49.753167, 23.136672, 46.411115], [49.942090, 23.140528, 47.933932], [48.276743, 22.965353, 46.123687], [54.007480, 22.489509, 45.488324], [52.658247, 22.495381, 44.217297], [53.163421, 20.963250, 45.034057], [50.304431, 22.093220, 44.769612], [50.433924, 21.037896, 45.714873], [50.465005, 23.999810, 46.117802], [50.817445, 23.169250, 48.326845], [49.323343, 22.399420, 48.349046], [49.466338, 24.007142, 48.367135], [47.907740, 22.070419, 46.488650], [48.173126, 22.812179, 45.239591], [44.301716, 24.410666, 39.101565], [44.258707, 25.226558, 40.171017], [45.542940, 25.634016, 40.590365], [45.273970, 26.301556, 42.015753], [44.868131, 25.271661, 43.014850], [44.256279, 27.193717, 41.772799], [43.207841, 24.010633, 38.829328], [44.846674, 23.549732, 39.371156], [44.827133, 24.772782, 38.135560], [46.251977, 24.810207, 40.578928], [45.711129, 26.330187, 39.914101], [46.136331, 27.078967, 42.312819], [44.244383, 24.492220, 42.727826], [44.335294, 25.783441, 43.771577], [45.768771, 24.840361, 43.634681], [43.634088, 26.611374, 41.161280], [44.700469, 28.080644, 41.308944], [46.087205, 16.792893, 40.984812], [47.054925, 17.218830, 41.840201], [48.409873, 16.999935, 41.393313], [49.189571, 17.248203, 42.683575], [49.097144, 18.509536, 43.369658], [50.517086, 16.779596, 42.258414], [46.241434, 17.181553, 39.882989], [45.255205, 17.048700, 41.356181], [45.943882, 15.685092, 40.836486], [48.594682, 15.934990, 40.895601], [48.824304, 17.540097, 40.632781], [48.894780, 16.345136, 43.380332], [49.510389, 19.172081, 42.472624], [49.423418, 18.595658, 44.610072], [48.078406, 18.765933, 43.458729], [50.386497, 15.965621, 41.782448], [51.123159, 16.484174, 42.979873]], "forces_ev_per_angstrom": [[2.2145, 1.9875, -2.6212], [-0.3100, 0.7750, 1.3435], [-4.5728, -4.0975, -1.0620], [-8.9782, 3.8216, 2.3568], [5.4554, -4.4014, -2.2774], [-1.9093, 1.2963, -2.6792], [-1.0347, -0.5265, 0.2444], [0.0523, -0.8603, -0.2009], [-0.6157, -0.6650, 0.9168], [3.0668, -0.0661, -0.1138], [1.9990, 2.7836, 1.9161], [2.2437, 1.5006, -0.4477], [0.5758, 1.0745, 0.7431], [0.4704, -0.3827, 0.8210], [-0.1254, 0.1906, -0.0634], [-0.0773, -2.5419, 0.2677], [1.6291, 0.1397, 0.7988], [-2.0312, -0.2601, 0.3987], [-0.4690, 0.8407, 0.0514], [2.2238, 0.0910, 1.6075], [1.0089, -0.6970, -0.3910], [-0.6301, 0.6286, 2.4021], [0.8336, -3.6866, 0.5389], [0.8055, 0.7275, 0.2098], [-0.1859, 0.4992, 0.4606], [0.7106, 0.2377, -1.1455], [-0.0050, 0.0730, -0.2814], [-0.1279, -1.4335, -1.4447], [-1.4474, -0.0399, -1.3688], [0.6557, -2.5762, 0.8040], [0.7650, 1.9320, -0.6612], [-1.8941, 1.1224, -1.1588], [-0.5344, 2.4230, -0.6928], [0.3890, 0.1683, 0.5682], [-1.9349, -0.2527, 3.2430], [-0.3875, -0.5645, -1.8451], [0.4577, 0.7647, -3.4504], [-2.9740, 2.7052, 2.1708], [-0.2088, -5.1631, -1.3693], [3.2306, -1.9079, -1.1779], [0.5780, 0.5012, -1.2529], [0.4284, -0.3391, -1.0160], [1.2005, 0.4681, 0.1841], [-1.5969, -1.1719, 1.7353], [0.4817, 0.3344, 0.8848], [1.1763, -0.4154, -1.5724], [0.9574, 0.0838, -0.4166], [1.8126, 3.4582, 4.1888], [-0.4618, 1.5047, -3.6193], [0.9234, -0.1260, 1.0333], [-4.0529, -0.1397, 1.8359], [2.3114, -2.8332, 0.4495], [5.7639, 0.9863, 0.6101], [-1.0133, -3.3058, 1.8752], [-0.2872, 0.0475, 1.9255], [-5.9571, 0.8463, -2.4111], [1.9998, 1.6053, 6.4441], [-3.0068, -0.0158, -0.0086], [-0.0489, 0.5336, -0.9599], [-1.1378, 2.2360, 0.4939], [-0.4330, 1.6403, -5.4811], [-0.7217, -0.5454, 2.0054], [-2.5923, 0.1078, -0.2942], [6.0487, -0.4233, 1.8878], [-0.4259, -1.6518, 0.6648], [-0.3572, 0.8064, -0.2849], [0.8476, 0.6840, 0.5552], [-0.8424, -0.4628, -6.9444], [-2.0077, -1.8196, -3.2770], [-0.8548, 0.2835, 1.0867], [-0.8212, -2.1691, 3.9269], [4.0602, 0.2067, -1.3651], [3.4146, 0.1647, 2.9568], [-2.3282, 3.2235, -1.3481], [2.2719, 1.2148, 0.4937], [0.7999, -1.5294, 0.1629], [-0.9323, 0.1978, 1.3586], [0.1277, -0.2293, 0.0173], [2.1813, 3.6178, -2.9726], [-0.9524, -2.6998, -0.1678], [-0.9230, -1.4117, -1.2217], [-0.7380, 0.6875, 0.8967], [-1.3905, 0.5076, -1.4858], [-0.0143, 2.0094, 0.3371], [-1.8311, -2.3521, 0.6353], [4.6703, -2.6715, -5.7656], [1.9567, 0.0335, -0.6915], [-1.6932, -2.5994, 2.6895], [0.8609, -7.1807, 0.9467], [1.4428, 2.7412, 0.8609], [1.1394, 3.3266, 0.4903], [-0.4416, -0.3578, 1.9370], [-6.5228, 2.5337, 2.4649], [0.9142, 0.4510, 0.3865], [-0.7429, 1.4487, 1.7539], [0.2153, 2.7372, -2.2322], [-0.4942, 1.8327, -0.7730], [-0.1048, -0.0600, 2.7318], [0.0278, -0.2306, -4.0885], [-1.3986, 0.2906, -0.0766], [-0.4731, -2.5936, -1.9233], [0.6538, 0.3224, 1.3321]]}

***

No. 2
{"formula": "C24H66N6O6", "method": "wB97M-V/def2-TZVPD", "total_energy_ha": -1732.6931, "lumo_ev": 0.394, "mol_weight_da": 534.8, "spin_multiplicity": 1, "species": ["C", "C", "C", "O", "C", "N", "H", "H", "H", "H", "H", "H", "H", "H", "H", "H", "H", "C", "C", "C", "O", "C", "N", "H", "H", "H", "H", "H", "H", "H", "H", "H", "H", "H", "C", "C", "C", "O", "C", "N", "H", "H", "H", "H", "H", "H", "H", "H", "H", "H", "H", "C", "C", "C", "O", "C", "N", "H", "H", "H", "H", "H", "H", "H", "H", "H", "H", "H", "C", "C", "C", "O", "C", "N", "H", "H", "H", "H", "H", "H", "H", "H", "H", "H", "H", "C", "C", "C", "O", "C", "N", "H", "H", "H", "H", "H", "H", "H", "H", "H", "H", "H"], "positions_angstrom": [[1.308717, -0.339149, -4.469661], [2.117376, -1.673928, -4.122307], [1.883996, -2.102554, -2.689744], [0.567755, -2.493210, -2.451823], [0.413091, -3.665566, -1.624034], [1.912853, -2.758984, -5.032315], [0.233511, -0.242851, -4.318814], [1.597540, 0.015072, -5.459203], [1.865512, 0.308647, -3.792586], [3.169843, -1.402475, -4.204294], [2.077710, -1.339449, -1.935933], [2.607980, -2.857512, -2.383173], [0.878383, -4.537976, -2.082833], [-0.604473, -4.056102, -1.611926], [0.675431, -3.403023, -0.599165], [1.551162, -2.411079, -5.908815], [1.135366, -3.318362, -4.711820], [-1.014319, -0.066467, 1.612807], [-0.745853, 0.863264, 0.423281], [0.250512, 0.431554, -0.675965], [0.244013, 1.306110, -1.740212], [0.547731, 0.843093, -3.075895], [-2.059388, 1.160900, -0.187711], [-1.615525, 0.301379, 2.444276], [-0.019468, -0.372194, 1.936702], [-1.358121, -1.041454, 1.267401], [-0.396389, 1.752377, 0.948118], [-0.094782, -0.531907, -1.050938], [1.259748, 0.157497, -0.368660], [0.541205, 1.622954, -3.837391], [-0.163904, 0.155792, -3.533382], [1.574131, 0.478437, -3.116218], [-1.710624, 1.570544, -1.042494], [-2.474965, 0.250977, -0.327111], [-3.374197, -0.176975, 3.258875], [-3.487226, -1.662378, 3.579221], [-2.154209, -2.519976, 3.685971], [-1.546888, -2.776175, 2.430004], [-0.235154, -3.323798, 2.389341], [-4.224204, -1.828403, 4.817742], [-3.176652, 0.012487, 2.203799], [-2.550779, 0.230759, 3.845263], [-4.296422, 0.303846, 3.585067], [-4.019731, -2.159489, 2.768400], [-2.392699, -3.474632, 4.154863], [-1.445805, -1.992181, 4.324484], [0.367700, -2.919436, 3.202455], [0.274981, -3.089342, 1.455046], [-0.283195, -4.405665, 2.513228], [-4.402615, -2.807986, 4.987089], [-5.116236, -1.355089, 4.836785], [5.118419, 2.176771, 3.613604], [4.627640, 2.689849, 2.230043], [3.161825, 2.316992, 1.951153], [3.108117, 1.070179, 1.227137], [1.946532, 0.872654, 0.402175], [4.975571, 4.083472, 2.107860], [5.079663, 1.129781, 3.914313], [4.560039, 2.741024, 4.360548], [6.117690, 2.595570, 3.732706], [5.187959, 2.218099, 1.422827], [2.742765, 3.145340, 1.379894], [2.514114, 2.186680, 2.818094], [1.633392, 1.745934, -0.170015], [1.044690, 0.580701, 0.940267], [2.308252, 0.027395, -0.183311], [4.470690, 4.692966, 2.735314], [4.482600, 4.424813, 1.295104], [-4.824866, -4.463002, -0.520013], [-5.361638, -3.049260, -0.623458], [-4.733381, -1.973732, 0.249740], [-3.323084, -1.825865, -0.017690], [-2.606913, -1.086131, 0.992809], [-5.092404, -2.660832, -1.974344], [-3.805795, -4.535892, -0.899854], [-5.349368, -5.161795, -1.171703], [-4.726985, -4.912452, 0.468173], [-6.451511, -3.049775, -0.640119], [-4.976968, -2.296506, 1.261951], [-5.207386, -0.993395, 0.201237], [-3.051508, -0.106118, 1.166064], [-1.616571, -0.795988, 0.641886], [-2.652576, -1.531108, 1.986798], [-5.576571, -3.241779, -2.643807], [-4.110232, -2.665669, -2.209718], [3.669601, 4.342914, -2.151887], [3.046821, 4.358556, -0.755507], [1.606030, 3.652594, -0.614768], [0.711624, 4.293308, -1.484055], [-0.590293, 3.800930, -1.660619], [4.004151, 3.765354, 0.097843], [4.633187, 4.851943, -2.173651], [2.993948, 4.791687, -2.880035], [3.898630, 3.363589, -2.572098], [2.858925, 5.402938, -0.506357], [1.276836, 3.638564, 0.424230], [1.780295, 2.628768, -0.945703], [-0.596364, 2.756646, -1.972938], [-1.133746, 4.323702, -2.447676], [-1.064765, 3.840199, -0.680079], [4.350135, 2.867650, -0.209603], [4.850361, 4.311810, 0.171440]], "forces_ev_per_angstrom": [[5.5585, -5.2616, -7.5157], [-1.1585, 1.5862, -0.3773], [0.6438, -0.0967, 1.0397], [-1.4595, -1.4402, -0.1935], [-0.3856, 0.3486, -0.7192], [-0.6383, -1.0345, -0.4096], [2.7866, -2.7801, -3.8350], [0.0418, -0.6761, -0.7288], [3.1696, -2.7441, -9.1848], [0.1545, 0.2758, 0.1692], [0.3894, 0.8171, -0.3012], [-0.0314, -0.5981, -0.3949], [1.0786, 0.1775, 0.3651], [-0.5079, 0.9972, -0.0618], [0.4358, -0.4887, -0.0296], [0.3443, 0.2218, -0.2637], [-0.1283, -0.3067, 0.3260], [9.3380, 3.8306, 4.7548], [-1.5498, 0.9737, 0.3846], [-3.9694, -3.4345, -2.3404], [-0.6130, 1.3741, -0.8733], [-3.3060, 4.2781, 7.8568], [1.1794, 0.9647, -0.0589], [1.0504, 0.3859, -0.8042], [0.5312, 0.5680, 1.1484], [6.5079, -1.4754, 8.4582], [0.1775, 0.5567, -0.5392], [-0.7545, -0.6846, -0.1760], [-4.6098, -1.5881, -3.5054], [0.0586, 0.9187, 0.6169], [-1.6236, 1.7062, 5.1350], [-4.3930, 2.5221, 9.0723], [-1.1202, 0.0489, -0.6378], [-0.2473, 0.6183, -1.3584], [-0.5270, 0.4703, 2.2983], [-0.1235, -0.9945, -0.1544], [0.1663, 0.4879, 0.4826], [0.7563, -0.9718, -0.1584], [-0.4110, -0.1154, 1.1048], [0.4630, -0.3920, 0.7503], [-1.4560, 0.9572, 3.4021], [-0.3416, 0.1998, 0.4435], [-0.0208, 0.1433, 0.0007], [-0.2534, 0.0356, -0.0399], [-0.2052, -0.0947, 0.1921], [0.1132, 0.1126, 0.2457], [0.1419, 0.0907, 0.1095], [-0.4395, 0.1515, -0.0772], [0.0878, -0.1717, -0.0580], [-0.0512, -0.1116, 0.1135], [0.0858, 0.1772, -0.2549], [0.1452, 1.4145, -0.1408], [-0.0699, -1.5005, 1.1133], [-0.8506, -0.4684, 0.3134], [0.6848, 1.4389, 0.1848], [4.6041, 1.2452, 5.0265], [0.5475, 1.9582, 2.5929], [-0.0997, -0.0466, -0.6805], [-0.3383, -0.0715, 0.1633], [0.2984, -0.4645, 0.0145], [0.1512, -0.4885, 0.2584], [-0.1255, -0.7341, 0.5142], [0.3194, 0.0322, 0.6981], [1.0044, -1.3690, 1.0728], [2.1829, 0.2638, 2.1243], [2.2526, 0.0191, 0.4709], [0.2497, -0.2804, 1.5962], [0.2684, -0.2701, 2.1111], [0.8755, -0.9751, 0.9431], [0.5445, 0.0507, -1.5976], [-0.0757, -0.5782, 0.7579], [-2.1710, -0.7242, 0.5695], [-8.5031, -4.1706, -5.9595], [-0.1464, 1.2007, -2.0488], [0.2095, 0.5241, -0.0366], [-0.4932, 0.1586, 0.1440], [-0.4835, 0.0483, 0.3151], [-0.1139, 0.1266, 1.0875], [0.6008, -0.1093, 0.4147], [-0.2811, 0.0666, -0.6981], [0.1216, -0.4779, -2.7718], [-5.4957, -0.9876, -9.4358], [0.4848, -0.0082, -2.6773], [0.0274, -0.0620, -0.0278], [0.1119, -0.0086, 0.1832], [-1.1511, 0.2969, -1.1841], [-1.2360, -0.2368, -1.7631], [1.5959, 0.8647, -1.7680], [1.0603, 1.1721, -0.7480], [-0.4264, -0.6650, 0.4151], [-0.1505, -0.0749, -3.2826], [-0.1437, 0.3455, 0.2298], [0.1012, 0.2880, -0.1504], [-0.2239, -0.4987, 0.4599], [0.2569, 0.1401, 0.3491], [-0.2650, 0.2097, 0.0686], [-0.1024, 1.3596, -0.7644], [-0.0669, 0.8566, 0.1192], [0.2625, 0.7698, 0.3951], [-0.7282, 0.1650, -0.0535], [-0.4749, -0.3570, -0.2930], [0.3202, 0.0771, -2.0438]]}

***

In the order shown, the computed energy relative to the best compared isomer or geometry (same formula, charge and spin) values come out to 14.6399; 32.7355 eV.